This record from the OMol25 dataset describes the molecule C5H12N2. The level of theory is wB97M-V/def2-TZVPD.

Geometry as XYZ:
```
19
Properties=species:S:1:pos:R:3:nbo_charge:R:1
C 1.3151 1.4457 0.2878 -0.623
C 0.4699 0.2233 0.9500 -0.031
N 1.1195 -0.1297 2.2889 -0.887
C -0.0185 -1.0113 0.2438 -0.448
C -1.4876 -1.0900 -0.2462 -0.290
C -1.8455 -0.7325 -1.5020 0.017
N -0.8768 -0.0609 -2.3879 -0.893
H 1.0880 2.3466 0.8093 0.214
H 0.9468 1.6386 -0.6971 0.199
H 2.3783 1.1525 0.2598 0.211
H -0.5572 0.6480 1.2598 0.175
H 1.5281 0.6558 2.7852 0.370
H 1.7523 -1.0700 2.2732 0.366
H 0.4826 -1.0127 -0.7724 0.186
H 0.0937 -1.8711 0.8715 0.235
H -2.2229 -0.9940 0.5404 0.208
H -2.7904 -0.8496 -1.9967 0.200
H 0.1010 0.0417 -2.0526 0.393
H -1.4761 0.6696 -2.9148 0.400
```

Output
HOMO energy   -8.01 eV
Structure (SMILES)   C[C@H](N)C/C=C\N
Total charge   0
Relative energy (zero: lowest compared OMol25 entry of this formula, charge and spin)   3.136 eV
E_tot   -8357.00007 eV


This record from the OMol25 dataset describes a cluster of 3 separate species, C5H12N2 in total. The level of theory is wB97M-V/def2-TZVPD.

Geometry as XYZ:
```
19
Properties=species:S:1:pos:R:3:nbo_charge:R:1
C -0.6403 0.3681 0.6877 0.164
C -0.3288 -0.5129 -0.3354 -0.364
C -2.5714 -0.9282 0.3098 -0.833
C 2.7458 -0.7654 -0.3583 -0.712
C 1.7163 0.3270 -0.4335 0.229
N -0.9508 1.6681 0.4965 -0.782
N 2.0379 1.5013 -0.7616 -0.702
H -0.3892 0.0982 1.7056 0.217
H -1.2364 2.2282 1.2829 0.400
H -1.3142 1.9550 -0.4003 0.395
H 1.2476 2.1543 -0.7265 0.334
H -0.5781 -0.2832 -1.3605 0.224
H -0.0509 -1.5233 -0.0912 0.234
H -2.6463 -1.8674 -0.2365 0.188
H -2.8009 -1.0757 1.3651 0.183
H -3.2211 -0.1781 -0.1413 0.174
H 3.7414 -0.4052 -0.6410 0.217
H 2.7810 -1.1716 0.6569 0.217
H 2.4584 -1.5892 -1.0185 0.216
```

Output
HOMO energy (alpha / beta)   -6.14 / -5.93 eV
Total charge   0
Relative energy (zero: lowest compared OMol25 entry of this formula, charge and spin)   5.825 eV
E_tot   -8354.31160 eV


This record from the OMol25 dataset describes the molecule C5H12N2. The level of theory is wB97M-V/def2-TZVPD.

Geometry as XYZ:
```
19
Properties=species:S:1:pos:R:3:nbo_charge:R:1
C -2.2948 -0.7149 -0.9209 -0.447
N -0.8483 -0.7935 -0.8081 -0.533
C -0.1344 -0.3059 0.2097 0.321
C -0.6356 -0.1435 1.6047 -0.692
C 1.1433 0.0612 -0.3211 -0.176
C 1.4010 1.5375 -0.5492 -0.618
N 2.3173 -0.6659 0.0274 -0.824
H -2.8481 -0.7733 0.0220 0.200
H -2.6557 0.2027 -1.4015 0.206
H -2.7097 -1.5441 -1.4958 0.208
H 0.0873 -0.5177 -1.5306 0.376
H 0.1100 -0.4886 2.3235 0.242
H -0.8713 0.9021 1.8286 0.234
H -1.5563 -0.6887 1.8338 0.212
H 1.7367 2.0285 0.3784 0.167
H 0.5054 2.0562 -0.8989 0.209
H 2.2027 1.6753 -1.2787 0.215
H 2.1333 -1.6302 0.2728 0.364
H 2.9170 -0.1974 0.7038 0.336
```

Output
HOMO energy (alpha / beta)   -6.03 / -6.03 eV
Structure (SMILES)   CN/C(C)=C(\C)N
Total charge   0
Relative energy (zero: lowest compared OMol25 entry of this formula, charge and spin)   4.023 eV
E_tot   -8356.11299 eV


This record from the OMol25 dataset describes the molecule C5H12N2. The level of theory is wB97M-V/def2-TZVPD.

Geometry as XYZ:
```
19
Properties=species:S:1:pos:R:3:nbo_charge:R:1
C 0.2497 -1.7544 -0.2970 -0.473
C 0.7369 -0.5617 -0.6589 0.206
C 1.9856 -0.3017 -1.3847 -0.664
N 0.0089 0.6299 -0.2174 -0.323
N 0.5609 1.6847 0.5247 -0.665
C -1.4113 0.4671 0.1079 -0.229
C -1.7005 0.0845 1.5201 -0.633
H -0.5999 -1.8253 0.2504 0.186
H 0.5687 -2.5700 -0.7849 0.189
H 1.7194 0.1049 -2.4009 0.225
H 2.5151 -1.2197 -1.6984 0.226
H 2.6499 0.3437 -0.8062 0.224
H 1.1199 2.2671 -0.0484 0.351
H 1.0726 1.4775 1.3560 0.339
H -1.8926 -0.1742 -0.6968 0.209
H -2.0270 1.3591 -0.2782 0.200
H -2.8660 0.0426 1.6083 0.209
H -1.2868 -0.8982 1.6840 0.205
H -1.4034 0.8440 2.2204 0.219
```

Output
HOMO energy   -8.09 eV
Structure (SMILES)   C=C(C)N(N)CC
Total charge   0
Relative energy (zero: lowest compared OMol25 entry of this formula, charge and spin)   2.948 eV
E_tot   -8357.18813 eV


This record from the OMol25 dataset describes the molecule C5H12N2. The level of theory is wB97M-V/def2-TZVPD.

Geometry as XYZ:
```
19
Properties=species:S:1:pos:R:3:nbo_charge:R:1
C -1.6381 -0.2459 -2.2308 -0.428
C -0.9101 0.8285 -1.8327 -0.162
C 0.4120 0.7996 -1.0355 -0.451
C 0.4387 0.6602 0.6255 -0.042
N 1.7194 1.1703 1.0927 -0.857
C 0.1795 -0.8503 0.9286 -0.243
N 0.0815 -1.3534 2.2587 -0.815
H -1.4877 -1.2052 -1.7337 0.197
H -2.5184 0.0084 -2.7864 0.203
H -1.4313 1.8721 -1.7945 0.195
H 0.8272 -0.2674 -1.2903 0.195
H 0.8779 1.6767 -1.3320 0.226
H -0.3790 1.4113 0.8252 0.202
H 2.5988 0.6629 1.0770 0.371
H 1.5301 1.1911 2.1075 0.361
H 1.0473 -1.3809 0.3713 0.175
H -0.6415 -1.1653 0.1772 0.166
H 0.3029 -2.3601 2.1782 0.358
H -1.0092 -1.4527 2.3940 0.349
```

Output
HOMO energy   -8.95 eV
Structure (SMILES)   C=CC[C@H](N)CN
Total charge   0
Relative energy (zero: lowest compared OMol25 entry of this formula, charge and spin)   3.285 eV
E_tot   -8356.85139 eV


This record from the OMol25 dataset describes the molecule C5H12N2. The level of theory is wB97M-V/def2-TZVPD.

Geometry as XYZ:
```
19
Properties=species:S:1:pos:R:3:nbo_charge:R:1
C -0.4192 -1.5297 -1.8540 -0.638
C -1.5064 -0.7173 -1.1550 -0.395
C -1.1455 0.4914 -0.2555 -0.420
C -0.6289 -0.0423 1.0837 -0.250
N 0.4038 0.7797 1.7532 -0.513
C 1.4479 1.0895 1.1033 0.290
N 1.8977 0.3508 0.0117 -0.849
H -0.8850 -2.0761 -2.6805 0.222
H 0.4046 -0.8746 -2.1600 0.205
H -0.0848 -2.4220 -1.3124 0.206
H -2.1529 -0.2962 -1.9453 0.197
H -2.2029 -1.4019 -0.6556 0.198
H -2.1121 0.9789 -0.0682 0.209
H -0.5604 1.1940 -0.8477 0.214
H -0.2467 -1.0693 0.9422 0.165
H -1.4741 -0.0255 1.7727 0.211
H 2.0023 2.0302 1.0920 0.169
H 1.4701 -0.5231 -0.2344 0.390
H 2.7803 0.5574 -0.4148 0.389
```

Output
HOMO energy   -8.54 eV
Structure (SMILES)   CCCC/N=C\N
Total charge   0
Relative energy (zero: lowest compared OMol25 entry of this formula, charge and spin)   1.440 eV
E_tot   -8358.69653 eV